Entry 1:
Below is C30H25N7O6V as an isolated structure, with properties calculated with the ωB97M-V functional and the def2-TZVPD basis.

```
! RIJCOSX wB97M-V def2-TZVPD def2/J DEFGRID3
* xyz 1 3
V -0.686 0.731 -0.105
C 0.471 2.503 3.516
C 0.368 1.468 4.448
C -0.320 0.326 4.117
C -0.888 0.191 2.842
N -0.743 1.183 1.933
C -0.099 2.314 2.285
N -1.626 -0.957 2.621
C -2.188 -1.227 1.499
N -2.040 -0.540 0.313
C -3.018 -0.936 -0.584
N -3.371 -0.328 -1.656
C -2.992 0.971 -1.954
C -3.510 1.504 -3.140
C -3.360 2.848 -3.399
C -2.696 3.654 -2.472
C -2.153 3.055 -1.365
N -2.265 1.738 -1.113
C -3.682 -2.125 -0.016
C -4.668 -2.948 -0.520
C -5.114 -3.982 0.296
C -4.601 -4.163 1.578
C -3.625 -3.315 2.091
C -3.172 -2.304 1.269
H 0.979 3.427 3.747
H 0.814 1.569 5.429
H -0.451 -0.490 4.813
H -0.042 3.079 1.519
H -4.056 0.841 -3.794
H -3.773 3.279 -4.301
H -2.588 4.719 -2.619
H -1.580 3.629 -0.648
H -5.070 -2.792 -1.512
H -5.878 -4.657 -0.067
H -4.974 -4.976 2.187
H -3.231 -3.438 3.091
O 0.636 2.090 -1.508
C 0.662 1.032 -2.188
O -0.195 0.125 -2.093
C 1.893 0.740 -3.030
N 2.880 1.842 -2.748
C 3.114 2.583 -4.029
C 2.883 1.520 -5.093
C 1.692 0.720 -4.549
H 2.319 -0.175 -2.628
H 3.731 1.446 -2.349
H 2.425 2.413 -2.016
H 4.107 3.024 -4.023
H 2.367 3.374 -4.081
H 3.766 0.884 -5.183
H 2.690 1.960 -6.069
H 1.664 -0.297 -4.927
H 0.748 1.198 -4.812
O 3.198 0.414 -0.392
C 2.348 -0.108 0.329
O 1.083 0.064 0.172
C 2.722 -0.996 1.476
C 1.921 -2.087 1.799
C 2.244 -2.885 2.883
C 3.362 -2.559 3.630
C 4.178 -1.486 3.321
C 3.854 -0.704 2.227
N 3.692 -3.385 4.808
O 2.880 -4.222 5.146
O 4.754 -3.178 5.355
H 1.048 -2.309 1.202
H 1.645 -3.739 3.161
H 5.046 -1.282 3.932
H 4.473 0.137 1.946
*
```

Values from the calculation:
- HOMO-LUMO gap (spin up / spin down): 7.6697 / 7.6961 eV
- LUMO (spin up / spin down): -3.418 / -3.410 eV
- Expectation value of S²: 2.01

Results of the Mulliken charge analysis, in e, for atoms 1 through 6:
1 V 0.40
2 C -0.96
3 C -0.42
4 C -0.51
5 C 0.42
6 N -0.13

=====

Entry 2:
Below is C30H26BaN7O11SSe as an isolated structure in a non-equilibrium geometry, with properties calculated with the ωB97M-V functional and the def2-TZVPD basis.

```
! RIJCOSX wB97M-V def2-TZVPD def2/J DEFGRID3
* xyz -1 1
Ba -1.524 0.143 1.833
O -0.384 -2.898 2.673
C 0.543 -3.383 1.726
C 0.935 -2.362 0.657
N -0.177 -1.554 0.144
C 0.368 -0.595 -0.824
C -0.531 0.662 -1.062
O 0.504 1.810 -0.995
O -1.414 0.905 -0.137
C -1.235 -2.367 -0.470
C -2.646 -1.788 -0.246
O -3.449 -1.779 -1.168
O -2.895 -1.423 0.961
H 0.062 -2.181 3.189
H 0.099 -4.270 1.269
H 1.464 -3.704 2.226
H 1.443 -2.905 -0.158
H 1.653 -1.667 1.097
H 0.571 -1.080 -1.787
H 1.307 -0.212 -0.428
H -1.261 -3.354 -0.004
H -1.073 -2.498 -1.545
Se -2.964 -2.511 3.118
N -4.635 -2.146 3.349
C -4.704 -0.829 3.632
C -5.851 -0.041 3.772
C -5.676 1.314 3.949
C -4.384 1.862 3.963
N -3.277 1.147 3.874
C -3.430 -0.176 3.750
N -2.369 -0.992 3.644
H -6.832 -0.492 3.703
H -6.532 1.970 4.026
H -4.247 2.935 4.038
N -1.185 0.571 -2.371
S -0.359 0.273 -3.819
C -1.418 -0.892 -4.638
C -2.557 -1.433 -4.059
C -3.352 -2.293 -4.806
C -3.021 -2.613 -6.114
C -1.871 -2.076 -6.682
C -1.073 -1.215 -5.950
C 1.013 2.455 -2.070
C 2.347 2.240 -2.418
C 2.903 2.896 -3.502
C 2.138 3.774 -4.259
C 0.826 4.032 -3.888
C 0.269 3.385 -2.797
H -1.876 1.306 -2.456
H -2.809 -1.208 -3.032
H -4.239 -2.715 -4.350
H -3.651 -3.274 -6.696
H -1.601 -2.331 -7.699
H -0.175 -0.779 -6.375
H 2.931 1.552 -1.819
H 3.940 2.721 -3.760
H 2.569 4.259 -5.125
H 0.234 4.744 -4.449
H -0.746 3.594 -2.486
O 1.129 -0.997 3.747
C 1.308 0.093 3.169
O 0.440 0.819 2.640
C 2.756 0.570 3.075
C 3.109 1.565 2.176
C 4.438 1.956 2.101
C 5.412 1.393 2.905
C 5.032 0.405 3.796
C 3.716 -0.022 3.881
N 6.045 -0.193 4.662
O 5.695 -1.085 5.411
O 7.183 0.235 4.588
N 4.837 3.006 1.159
O 6.032 3.203 1.008
O 3.959 3.615 0.585
H 2.349 2.014 1.547
H 6.439 1.715 2.841
H 3.419 -0.806 4.562
*
```

Values from the calculation:
- HOMO-LUMO gap: 6.4260 eV
- LUMO: 1.031 eV

Results of the Mulliken charge analysis, in e, for atoms 1 through 6:
1 Ba 2.48
2 O -0.35
3 C -1.11
4 C -0.51
5 N 0.54
6 C -2.22

=====

Entry 3:
Below is C30H26ClIrNP2 as an isolated structure, with properties calculated with the ωB97M-V functional and the def2-TZVPD basis.

```
! RIJCOSX wB97M-V def2-TZVPD def2/J DEFGRID3
* xyz 1 1
Ir -0.325 -1.518 1.307
C -0.521 1.237 2.938
P -1.280 0.514 1.407
C -1.124 1.612 -0.007
C -1.287 1.059 -1.276
C -1.192 1.865 -2.396
C -0.933 3.223 -2.255
C -0.777 3.776 -0.992
C -0.873 2.973 0.135
C -3.058 0.369 1.712
C -3.777 1.569 1.722
C -5.128 1.567 2.015
C -5.776 0.370 2.295
C -5.068 -0.821 2.282
C -3.711 -0.826 1.994
C 0.892 0.752 2.905
C 2.135 1.286 3.142
C 3.095 0.345 2.650
C 2.390 -0.724 2.157
C 2.655 -1.862 1.201
P 1.395 -1.426 -0.093
C 2.074 0.029 -0.898
C 2.846 -0.160 -2.049
C 3.487 0.920 -2.631
C 3.368 2.185 -2.071
C 2.628 2.368 -0.912
C 1.990 1.290 -0.322
C 1.168 -2.679 -1.354
C 1.560 -3.992 -1.107
C 1.346 -4.966 -2.069
C 0.733 -4.632 -3.268
C 0.330 -3.325 -3.512
C 0.546 -2.347 -2.557
N 1.044 -0.509 2.385
H -1.100 0.833 3.773
H -0.607 2.322 2.975
H -1.487 -0.002 -1.383
H -1.321 1.437 -3.382
H -0.856 3.851 -3.132
H -0.579 4.834 -0.883
H -0.739 3.417 1.113
H -3.287 2.507 1.489
H -5.679 2.498 2.019
H -6.834 0.369 2.518
H -5.571 -1.755 2.494
H -3.183 -1.769 1.982
H 2.347 2.233 3.611
H 4.166 0.459 2.654
H 2.416 -2.832 1.643
H 3.663 -1.890 0.791
H 2.943 -1.141 -2.495
H 4.080 0.773 -3.523
H 3.868 3.026 -2.532
H 2.560 3.346 -0.455
H 1.467 1.427 0.614
H 2.024 -4.265 -0.168
H 1.654 -5.985 -1.881
H 0.568 -5.395 -4.018
H -0.151 -3.071 -4.446
H 0.238 -1.326 -2.750
Cl -1.455 -3.424 0.895
*
```

Values from the calculation:
- HOMO-LUMO gap: 6.5343 eV
- LUMO: -4.273 eV

Results of the Mulliken charge analysis, in e, for atoms 1 through 6:
1 Ir 0.44
2 C -0.78
3 P 0.74
4 C 0.26
5 C -0.40
6 C -0.78

=====

Entry 4:
Below is C30H26N2PbS7 as an isolated structure in a non-equilibrium geometry, with properties calculated with the ωB97M-V functional and the def2-TZVPD basis.

```
! RIJCOSX wB97M-V def2-TZVPD def2/J DEFGRID3
* xyz -2 1
Pb 0.524 0.250 -0.542
S 1.333 -0.613 -3.345
C 0.211 -1.332 -4.377
C 0.502 -1.377 -5.792
C -0.212 -2.094 -6.702
C -1.400 -2.698 -6.285
C -1.804 -2.607 -4.968
C -1.034 -1.911 -4.025
S -1.586 -1.704 -2.369
C -0.860 -3.167 -1.492
C -1.382 -3.220 -0.049
C -2.166 -4.250 0.427
C -2.481 -4.191 1.754
C -2.040 -3.169 2.574
C -1.104 -2.212 2.066
C -0.394 -1.273 2.796
S 1.612 2.499 1.300
C 1.365 3.887 0.293
C 1.986 5.123 0.665
C 1.539 6.290 0.049
C 0.569 6.289 -0.994
C 0.095 5.049 -1.436
C 0.517 3.887 -0.829
S -0.123 2.464 -1.649
N -0.877 -2.221 0.687
H 1.403 -0.930 -6.171
H 0.068 -2.138 -7.727
H -2.021 -3.181 -6.981
H -2.747 -3.189 -4.612
H 0.214 -2.990 -1.653
H -1.172 -4.036 -2.080
H -2.595 -4.887 -0.260
H -3.125 -4.970 2.141
H -2.307 -3.180 3.626
H 0.265 -0.600 2.245
H -0.553 -1.066 3.845
H 2.802 5.066 1.331
H 1.890 7.270 0.424
H 0.170 7.194 -1.366
H -0.616 4.995 -2.244
C 4.009 -1.323 2.148
C 5.358 -0.674 1.959
S 6.686 -1.410 2.573
C 5.423 0.497 1.086
C 6.801 1.161 0.961
S 4.138 0.883 0.139
H 4.197 -2.311 2.492
H 3.250 -1.436 1.337
H 3.374 -0.950 2.910
H 7.323 0.727 0.135
H 7.409 1.123 1.895
H 6.626 2.179 0.704
S -2.280 2.817 3.345
C -1.422 2.524 1.873
N -1.861 1.553 1.172
C -2.922 0.869 1.810
C -3.644 -0.156 1.228
C -4.670 -0.722 1.900
C -5.061 -0.181 3.199
C -4.358 0.865 3.763
C -3.273 1.441 3.003
H -0.489 3.123 1.632
H -3.483 -0.487 0.242
H -5.287 -1.499 1.526
H -5.770 -0.754 3.840
H -4.541 1.081 4.852
*
```

Values from the calculation:
- HOMO-LUMO gap (spin up / spin down): 3.4228 / 3.4241 eV
- LUMO (spin up / spin down): 2.671 / 2.673 eV

Results of the Mulliken charge analysis, in e, for atoms 1 through 6:
1 Pb 0.80
2 S -0.34
3 C 0.17
4 C -0.63
5 C -0.53
6 C -0.51